Computed, not measured: one molecule with the formula C10H17NO in a non-equilibrium geometry, with the ωB97M-V functional and the def2-TZVPD basis.

Each line ends with the natural charge from an NBO analysis.
Positions of all 29 atoms, in Å:
C1 1.627 0.804 0.038  0.065
C2 -0.567 0.294 -1.115  0.471
C3 0.018 -1.186 0.593  0.249
C4 -0.181 -2.186 1.419  -0.500
C5 1.439 -0.595 0.513  -0.454
C6 2.190 -1.547 -0.412  -0.579
C7 0.215 1.839 2.066  -0.639
C8 -2.269 -1.344 -0.330  -0.430
C9 -1.445 1.692 -2.952  -0.222
C10 1.386 1.897 0.982  -0.552
N1 -0.914 -0.699 -0.298  -0.465
O1 -1.474 0.679 -1.932  -0.528
H1 -1.119 -2.610 1.640  0.200
H2 0.612 -2.281 2.172  0.209
H3 1.829 -0.716 1.486  0.225
H4 3.264 -1.212 -0.507  0.215
H5 1.810 -1.448 -1.487  0.211
H6 2.209 -2.542 -0.099  0.199
H7 -0.747 2.245 1.698  0.204
H8 0.454 2.188 3.035  0.209
H9 0.080 0.745 2.079  0.203
H10 -2.941 -0.644 -0.845  0.224
H11 -2.261 -2.181 -0.979  0.211
H12 -2.585 -1.526 0.668  0.213
H13 -0.840 2.486 -2.679  0.200
H14 -2.580 1.884 -2.977  0.197
H15 -1.192 1.316 -3.934  0.194
H16 2.423 1.746 1.664  0.255
H17 1.558 2.900 0.494  0.215

Atoms 1-2, force components in eV/Å:
0.1 0.4 -0.8
2.7 1.0 1.1

- Energy above the lowest of the compared OMol25 structures with the same formula, charge and spin: 146.6 kcal/mol
- Net charge: 0
- E_LUMO: 0.73 eV
- HOMO: -0.2484 Eh

=====

Computed, not measured: one molecule with the formula C10H17NOS in a non-equilibrium geometry, with the ωB97M-V functional and the def2-TZVPD basis.

Each line ends with the natural charge from an NBO analysis.
Positions of all 30 atoms, in Å:
C1 2.636 -0.471 0.250  -0.403
C2 2.025 -1.810 0.070  -0.456
C3 2.261 0.486 -0.883  -0.420
C4 -0.439 -1.240 0.945  -0.473
C5 -0.116 1.173 -0.059  -0.275
C6 0.528 -1.794 -0.174  -0.024
C7 0.733 0.581 -1.185  -0.031
C8 -0.878 -0.127 -0.004  -0.038
C9 -0.842 2.365 -0.594  -0.602
C10 -3.196 0.438 1.287  -0.831
N1 -0.010 -0.679 -1.110  -0.446
O1 -2.935 -1.590 -0.409  -0.990
S1 -2.683 -0.201 -0.448  1.310
H1 2.384 0.062 1.205  0.199
H2 3.818 -0.527 0.327  0.220
H3 2.471 -2.344 -0.802  0.215
H4 2.319 -2.594 0.796  0.226
H5 2.532 1.402 -0.437  0.208
H6 2.708 0.387 -1.872  0.211
H7 -1.299 -1.878 1.045  0.254
H8 0.038 -1.012 1.857  0.210
H9 0.324 1.245 0.887  0.210
H10 0.257 -2.790 -0.732  0.218
H11 0.656 0.959 -2.212  0.201
H12 -1.714 2.618 0.003  0.201
H13 -1.272 2.161 -1.495  0.208
H14 -0.187 3.266 -0.753  0.219
H15 -2.491 0.497 2.077  0.223
H16 -4.137 -0.118 1.474  0.242
H17 -3.489 1.536 0.945  0.212

Atoms 1-2, force components in eV/Å:
2.6 0.8 0.4
0.2 -2.1 -0.7

- Energy above the lowest of the compared OMol25 structures with the same formula, charge and spin: 85.6 kcal/mol
- Net charge: 0
- E_LUMO: 0.80 eV
- HOMO: -0.3035 Eh

=====

Computed, not measured: an isolated ion of composition C10H17O2 and charge +1 in a non-equilibrium geometry, with the ωB97M-V functional and the def2-TZVPD basis.

Each line ends with the natural charge from an NBO analysis.
Positions of all 29 atoms, in Å:
C1 -0.890 -0.068 2.666  -0.433
C2 0.667 -0.155 2.516  -0.452
C3 -1.293 -0.819 0.423  -0.430
C4 1.896 0.288 0.228  -0.367
C5 -1.182 -0.602 -1.068  -0.559
C6 1.277 -0.797 -0.662  -0.535
C7 -1.260 0.407 1.287  0.073
C8 0.945 0.827 1.342  0.072
C9 0.202 -0.343 -1.517  0.770
C10 -0.230 0.915 -3.576  -0.275
O1 0.584 0.275 -2.553  -0.391
O2 -0.300 1.345 0.815  -0.520
H1 -1.355 -1.133 2.844  0.243
H2 -0.960 0.741 3.382  0.246
H3 1.255 0.155 3.323  0.240
H4 1.134 -1.113 2.427  0.214
H5 -2.384 -1.109 0.531  0.251
H6 -0.642 -1.591 0.742  0.217
H7 2.776 -0.165 0.495  0.235
H8 2.208 1.092 -0.474  0.221
H9 -1.595 -1.422 -1.505  0.291
H10 -1.926 0.097 -1.484  0.265
H11 2.112 -0.996 -1.266  0.269
H12 0.973 -1.684 -0.129  0.243
H13 -2.161 1.047 1.083  0.219
H14 1.492 1.722 1.707  0.212
H15 0.384 0.632 -4.468  0.241
H16 -0.463 1.935 -3.487  0.235
H17 -1.264 0.518 -3.623  0.205

Atoms 1-2, force components in eV/Å:
1.0 -1.3 0.2
-0.6 0.4 -1.7

- Energy above the lowest of the compared OMol25 structures with the same formula, charge and spin: 15.3 kcal/mol
- Net charge: +1
- E_LUMO: -4.37 eV
- HOMO: -0.4942 Eh

=====

Computed, not measured: one molecule with the formula C10H17O2PS in a non-equilibrium geometry, with the ωB97M-V functional and the def2-TZVPD basis.

Each line ends with the natural charge from an NBO analysis.
Positions of all 31 atoms, in Å:
C1 -0.292 -1.362 -1.038  -0.416
C2 0.098 -1.170 1.402  -0.182
C3 0.701 -1.689 0.102  -0.263
C4 0.224 0.067 -0.974  -0.243
C5 -0.514 -0.005 1.364  -0.145
C6 1.557 -0.458 -0.358  0.015
C7 -0.610 0.848 0.090  0.222
C8 2.353 0.459 0.587  -0.634
C9 2.596 -0.907 -1.470  -0.612
C10 -0.291 2.234 0.558  -0.619
O1 -2.893 -1.309 0.989  -1.044
O2 -1.972 0.789 -0.414  -0.835
P1 -3.113 0.060 0.449  1.820
S1 -4.642 0.115 -0.999  -0.339
H1 0.044 -1.987 -1.846  0.218
H2 -1.247 -1.678 -0.722  0.236
H3 -4.688 1.447 -1.450  0.176
H4 0.261 -1.771 2.388  0.209
H5 1.033 -2.618 0.311  0.211
H6 0.433 0.540 -1.843  0.209
H7 -0.943 0.369 2.331  0.198
H8 3.405 0.517 0.355  0.214
H9 2.190 0.104 1.612  0.219
H10 2.011 1.421 0.654  0.204
H11 3.675 -1.157 -1.198  0.225
H12 2.537 -0.011 -2.107  0.202
H13 2.125 -1.719 -2.079  0.204
H14 -0.885 2.405 1.346  0.212
H15 -0.366 2.915 -0.272  0.214
H16 0.668 2.476 0.861  0.223
H17 -3.455 1.075 1.369  -0.100

Atoms 1-2, force components in eV/Å:
1.5 -1.3 0.8
4.9 -10.6 1.1

- 2S+1: 3
- Net charge: 0
- <S²>: 2.01
- E_LUMO (spin up / spin down): 0.64 / -1.82 eV
- HOMO (spin up / spin down): -0.1852 / -0.3632 Eh

=====

Computed, not measured: C10H18AlF12N5O9PS4 as an isolated structure in a non-equilibrium geometry, with the ωB97M-V functional and the def2-TZVPD basis.

Each line ends with the natural charge from an NBO analysis.
Positions of all 60 atoms, in Å:
Al1 -8.569 18.767 -7.919  1.194
C1 -8.611 14.728 -5.165  0.781
F1 -9.053 13.513 -4.957  -0.274
F2 -9.235 15.599 -4.388  -0.293
F3 -7.301 14.804 -4.944  -0.299
S1 -8.873 15.171 -7.005  2.167
O1 -7.591 15.484 -7.580  -0.954
O2 -9.530 14.034 -7.578  -0.905
N1 -9.769 16.574 -6.993  -1.266
S2 -11.330 16.152 -6.866  2.208
O3 -11.863 15.874 -8.170  -0.926
O4 -11.579 15.179 -5.861  -0.882
C2 -12.123 17.728 -6.295  0.747
F4 -13.418 17.642 -6.530  -0.282
F5 -11.885 17.912 -5.011  -0.288
F6 -11.620 18.754 -6.995  -0.322
C3 -9.394 24.519 -11.004  0.776
F7 -10.685 24.518 -11.242  -0.288
F8 -8.707 23.844 -11.915  -0.298
F9 -8.949 25.767 -10.991  -0.290
S3 -8.948 23.778 -9.291  2.137
O5 -8.208 22.575 -9.507  -0.921
O6 -8.307 24.856 -8.642  -0.867
N2 -10.463 23.461 -8.547  -0.947
S4 -10.868 22.049 -9.098  2.177
O7 -10.840 21.926 -10.526  -0.884
O8 -10.258 20.941 -8.381  -0.937
C4 -12.650 21.858 -8.639  0.759
F10 -12.743 21.907 -7.310  -0.302
F11 -13.404 22.776 -9.197  -0.281
F12 -13.047 20.651 -9.013  -0.298
O9 -7.779 17.120 -9.942  -1.106
P1 -7.725 16.464 -11.244  2.427
N3 -9.054 15.493 -11.575  -0.590
C5 -9.059 14.565 -12.694  -0.454
C6 -9.803 14.999 -10.437  -0.440
N4 -6.395 15.457 -11.335  -0.588
C7 -5.908 14.869 -12.561  -0.433
C8 -5.835 14.916 -10.110  -0.445
N5 -7.593 17.420 -12.560  -0.781
C9 -8.718 17.787 -13.425  -0.402
C10 -6.441 18.317 -12.647  -0.426
H1 -8.995 15.033 -13.681  0.238
H2 -10.060 14.140 -12.806  0.250
H3 -8.329 13.762 -12.584  0.225
H4 -9.466 14.004 -10.115  0.254
H5 -10.838 14.808 -10.750  0.265
H6 -9.818 15.732 -9.646  0.253
H7 -6.152 13.799 -12.587  0.232
H8 -6.413 15.322 -13.411  0.233
H9 -4.826 14.987 -12.640  0.251
H10 -5.053 14.181 -10.270  0.235
H11 -5.412 15.727 -9.505  0.259
H12 -6.640 14.504 -9.485  0.270
H13 -8.422 17.723 -14.474  0.213
H14 -9.548 17.111 -13.254  0.217
H15 -8.999 18.825 -13.239  0.227
H16 -5.499 17.766 -12.619  0.211
H17 -6.443 19.063 -11.850  0.225
H18 -6.433 18.827 -13.609  0.237

Atoms 1-2, force components in eV/Å:
-0.9 -0.9 -0.4
0.0 0.6 -0.4

- Net charge: +1
- E_LUMO: -9.94 eV
- HOMO: -0.4424 Eh

=====

Computed, not measured: C10H18Cl6MgO4 as an isolated structure in a non-equilibrium geometry, with the ωB97M-V functional and the def2-TZVPD basis.

Each line ends with the natural charge from an NBO analysis.
Positions of all 39 atoms, in Å:
Mg1 2.803 -1.846 1.454  1.811
C1 3.265 -0.085 5.214  -0.730
C2 3.571 -1.029 4.082  0.788
O1 4.076 -2.116 4.313  -0.679
O2 3.173 -0.666 2.896  -0.980
H1 2.525 -0.575 5.851  0.235
H2 2.854 0.873 4.904  0.222
H3 4.155 0.085 5.816  0.235
C3 1.328 -1.260 -1.957  -0.727
C4 1.868 -1.506 -0.606  0.769
O3 2.601 -2.533 -0.354  -0.860
O4 1.586 -0.743 0.373  -0.817
H4 0.613 -2.048 -2.210  0.244
H5 2.091 -1.313 -2.732  0.253
H6 0.802 -0.313 -2.023  0.237
Cl1 2.422 4.434 -0.115  -0.065
C5 1.170 3.160 -0.211  -0.386
C6 0.953 2.479 1.101  -0.391
Cl2 -0.112 3.466 2.152  -0.082
H7 1.450 2.465 -0.999  0.221
H8 0.249 3.644 -0.527  0.223
H9 1.883 2.349 1.648  0.235
H10 0.512 1.493 0.981  0.244
Cl3 -1.728 1.065 -1.443  -0.089
C7 -3.361 1.703 -1.075  -0.372
C8 -3.318 2.425 0.246  -0.385
Cl4 -4.952 3.040 0.634  -0.057
H11 -4.072 0.882 -1.091  0.225
H12 -3.629 2.377 -1.885  0.224
H13 -2.646 3.277 0.227  0.229
H14 -3.019 1.765 1.056  0.226
Cl5 -4.306 -3.670 -2.589  -0.051
C9 -2.697 -2.916 -2.547  -0.397
C10 -1.963 -3.069 -3.839  -0.382
Cl6 -1.662 -4.788 -4.242  -0.060
H15 -2.156 -3.401 -1.736  0.220
H16 -2.838 -1.868 -2.291  0.228
H17 -0.986 -2.592 -3.791  0.216
H18 -2.504 -2.648 -4.683  0.226

Atoms 1-2, force components in eV/Å:
0.4 0.6 1.2
-0.1 0.3 0.2

- Energy above the lowest of the compared OMol25 structures with the same formula, charge and spin: 0.0 kcal/mol
- Net charge: 0
- E_LUMO: -0.57 eV
- HOMO: -0.3602 Eh

=====

no.,total energy (eV)
1,-14176.1588
2,-25014.6076
3,-14731.5241
4,-34858.8802
5,-128361.8712
6,-99435.7124